C7H10 | ωB97M-V/def2-TZVPD

Results
SMILES	C1=C[C@@H]2C[C@H]2CC1
net charge	0
Kohn-Sham gap	10.22	eV
relative energy (zero: lowest compared OMol25 entry of this formula, charge and spin)	61.86	kcal/mol

Last columns: bonded neighbours and bond lengths (Å).
Element x y z (Å)
1 C -1.59966 -0.53022 -0.00474  C2 1.592, C7 1.540, H8 1.107, H9 1.111
2 C -0.27761 -1.40255 0.15330  C1 1.592, C3 1.501, H10 1.094, H11 1.104
3 C 0.77707 -0.50701 -0.42749  C2 1.501, C4 1.526, C5 1.475, H12 1.093
4 C 2.17545 0.02663 -0.12877  C3 1.526, C5 1.542, H13 1.112, H14 1.105
5 C 0.89765 0.70242 0.40806  C3 1.475, C4 1.542, C6 1.516, H15 1.103
6 C -0.21444 1.65312 0.01146  C5 1.516, C7 1.345, H16 1.099
7 C -1.37486 0.98772 -0.13188  C1 1.540, C6 1.345, H17 1.098
8 H -2.09046 -0.90088 -0.92515  C1 1.107
9 H -2.29378 -0.81577 0.81468  C1 1.111
10 H -0.04821 -1.57149 1.20992  C2 1.094
11 H -0.39229 -2.37878 -0.34875  C2 1.104
12 H 0.45359 -0.24902 -1.43922  C3 1.093
13 H 2.71187 0.45877 -1.00190  C4 1.112
14 H 2.81502 -0.38422 0.67390  C4 1.105
15 H 0.80414 0.51962 1.49188  C5 1.103
16 H -0.11001 2.74650 -0.03460  C6 1.099
17 H -2.23348 1.64516 -0.32068  C7 1.098